Below is a 2-piece molecular cluster, C3H9N2OS overall, with properties calculated with ωB97M-V/def2-TZVPD.

Output
ΔE to the lowest compared entry with this formula, charge and spin = 60.7 kcal/mol
E = -19111.30974 eV
max |F| = 0.0792 hartree/bohr
molar mass = 121.2 g mol⁻¹
E_HOMO = -0.489 Ha

```
! RIJCOSX wB97M-V def2-TZVPD def2/J DEFGRID3
* xyz 1 1
C 2.23 -0.80 0.41
C -3.12 0.62 -1.13
C -2.82 1.59 -0.31
N 3.15 -1.34 -0.39
N 1.72 -1.34 1.47
O 0.47 0.94 0.85
S 1.57 0.67 -0.33
H -3.29 0.87 -2.10
H -0.12 1.56 0.49
H -3.47 -0.44 -0.83
H -2.91 1.58 0.80
H -2.63 2.60 -0.78
H 3.55 -2.20 -0.29
H 3.09 -0.95 -1.33
H 1.69 -2.35 1.66
H 0.88 -1.01 1.81
*
```

Mulliken atomic charge list, values in e, 5 entries: atom 1 (C): 0.6964, atom 2 (C): -0.3798, atom 3 (C): -0.7128, atom 4 (N): -0.3686, atom 5 (N): -0.3667

Below is one molecule with the formula C11H15N5, with properties calculated with ωB97M-V/def2-TZVPD.

Output
SMILES string = CN(C)c1ccc(CNc2ncn[nH]2)cc1
ΔE to the lowest compared entry with this formula, charge and spin = 0.0 kcal/mol
E = -19100.79431 eV
max |F| = 0.0166 hartree/bohr
molar mass = 217.3 g mol⁻¹
E_HOMO = -0.288 Ha

```
! RIJCOSX wB97M-V def2-TZVPD def2/J DEFGRID3
* xyz 0 1
C 2.15 0.39 -3.35
N 0.76 0.33 -2.97
C -0.19 1.13 -3.72
C 0.40 -0.19 -1.76
C 1.33 -0.81 -0.92
C 0.96 -1.35 0.29
C -0.36 -1.32 0.72
C -0.78 -1.89 2.05
N -1.57 -0.94 2.81
C -1.03 0.24 3.24
N -1.52 0.98 4.22
C -0.71 2.06 4.21
N 0.24 2.04 3.31
N 0.03 0.86 2.68
C -1.30 -0.71 -0.11
C -0.94 -0.16 -1.31
H 2.73 1.02 -2.67
H 2.58 -0.61 -3.36
H 2.23 0.80 -4.36
H -0.55 1.99 -3.14
H -1.05 0.53 -4.02
H 0.29 1.51 -4.62
H 2.37 -0.86 -1.20
H 1.71 -1.81 0.92
H 0.11 -2.21 2.61
H -1.41 -2.77 1.89
H -2.23 -1.32 3.47
H -0.83 2.87 4.90
H 0.59 0.58 1.89
H -2.33 -0.66 0.21
H -1.70 0.30 -1.92
*
```

Mulliken atomic charge list, values in e, 5 entries: atom 1 (C): -1.0787, atom 2 (N): 0.0506, atom 3 (C): -1.0610, atom 4 (C): 1.2271, atom 5 (C): -0.2625

| no. | frontier orbital gap (hartree) |
| --- | --- |
| 1 | 0.3381 |
| 2 | 0.3138 |